18
Properties=species:S:1:pos:R:3:forces:R:3 method="wB97M-V/def2-TZVPD" homo_energy_ev=-9.130 lumo_energy_ev=0.65 smiles=CCC.CSS de_lowest_kj_mol=32.5 spin_multiplicity=1 homo_lumo_gap_ev=9.78
C -2.16308 0.06018 -6.09004 -1.162 0.135 0.453
S -1.12920 -1.32170 -5.62348 0.619 -0.260 0.477
S -1.96012 -3.08181 -6.27135 -0.192 0.350 -0.153
H -2.02939 0.34415 -7.12516 0.024 0.191 -0.076
H -1.95561 0.87574 -5.38479 0.545 -0.102 -0.378
H -3.22245 -0.11937 -5.87064 0.159 -0.333 -0.341
H -2.75762 -3.33794 -5.22045 0.006 0.019 0.019
C 0.90967 1.08709 4.88418 -0.240 -0.704 -0.580
C 1.85819 0.25719 3.98304 -0.829 0.239 0.695
C 1.54161 0.41822 2.50261 0.396 -0.583 0.286
H 0.48242 1.91242 4.31895 0.209 0.403 0.220
H 1.39762 1.40471 5.79651 -0.017 0.270 0.129
H 0.05189 0.46058 5.15599 0.096 0.142 0.104
H 1.67538 -0.76642 4.30519 0.503 -0.285 -0.235
H 2.89401 0.50440 4.19330 0.143 0.065 -0.029
H 2.39174 0.03628 1.92771 -0.185 0.322 -0.208
H 0.68624 -0.19745 2.23187 -0.215 0.154 -0.080
H 1.32870 1.46371 2.28656 0.139 -0.023 -0.303

18
Properties=species:S:1:pos:R:3:forces:R:3 method="wB97M-V/def2-TZVPD" homo_energy_ev="-14.076 / -14.009" total_charge=+1 lumo_energy_ev="-4.93 / -8.85" de_lowest_kj_mol=127.2 spin_multiplicity=2 s2=0.754 homo_lumo_gap_ev="9.15 / 5.16"
C -3.09195 1.24793 1.85589 1.303 2.250 -0.406
S -1.31352 0.93036 1.29926 -1.981 -1.063 0.990
S -1.51355 -1.09519 1.51683 0.219 0.063 0.142
H -3.07230 1.26174 2.95811 0.197 -0.458 -0.367
H -3.87870 0.62840 1.44166 0.340 -0.334 -0.208
H -3.17939 2.30182 1.55408 -0.559 -0.286 0.022
H -0.88744 -1.05050 2.70062 0.536 -0.305 0.031
C 0.35606 0.06667 -1.40514 -0.138 -0.062 0.873
C 1.66710 -0.06318 -0.63738 1.650 -1.619 0.007
C 2.68681 -1.02435 -1.48637 -1.488 1.776 1.188
H 0.10534 0.95780 -1.96082 0.820 0.345 -0.462
H -0.51899 0.01476 -0.76073 -0.322 -0.155 0.467
H 0.25392 -0.80693 -2.01306 -0.281 -0.474 -0.724
H 1.55621 -0.62676 0.36200 -0.052 1.299 -1.142
H 2.25425 0.85878 -0.56840 -0.633 0.050 0.592
H 2.48849 -0.61551 -2.50219 1.019 -1.012 0.385
H 3.70437 -0.94342 -1.06446 -0.392 0.333 -0.698
H 2.38328 -2.04244 -1.28992 -0.238 -0.347 -0.690

25
Properties=species:S:1:pos:R:3:forces:R:3 method="wB97M-V/def2-TZVPD" homo_energy_ev=-13.596 total_charge=+1 lumo_energy_ev=-4.07 spin_multiplicity=1 homo_lumo_gap_ev=9.52
C 2.49884 -1.87422 0.59942 -0.101 -0.107 -0.363
B 1.00978 -1.51679 0.80053 0.738 -0.781 0.002
O 0.02401 -2.39761 1.04601 -0.672 0.820 -0.409
P 0.52196 0.40087 0.77967 -0.487 0.017 0.027
C -1.26763 0.73714 0.53019 0.338 -0.282 0.424
C -1.99726 -0.35512 -0.24177 -0.989 0.593 -0.157
C -3.40772 0.13882 -0.64385 0.761 0.281 -0.120
I -0.92577 -0.94671 -2.00236 0.148 -0.197 0.077
P 1.84481 1.61554 -0.54402 0.891 0.766 0.199
O 3.16979 1.02065 -0.54798 -0.045 -0.425 0.031
O 1.14933 1.81566 -1.93477 -0.216 -0.074 0.158
O 1.77131 3.05785 0.10872 -0.383 -0.535 -0.069
H 2.87800 -1.54000 -0.36696 0.088 0.198 -0.009
H 2.64457 -2.95068 0.65161 -0.008 -0.119 0.109
H 3.13372 -1.40568 1.35184 0.068 0.131 0.041
H 0.02867 -3.15319 0.44794 0.227 -0.496 0.412
H 0.85166 0.91920 2.04179 0.032 0.102 0.012
H -1.72085 0.77651 1.52189 0.002 0.156 0.122
H -1.36352 1.72499 0.08616 -0.090 0.027 -0.239
H -2.12073 -1.21891 0.39726 0.424 -0.353 -0.193
H -3.69501 -0.26033 -1.60750 -0.319 -0.257 0.047
H -3.37994 1.21980 -0.76145 -0.132 0.120 -0.023
H -4.13194 -0.11237 0.12280 -0.132 -0.077 0.047
H 1.44379 1.13763 -2.55945 -0.086 0.027 -0.247
H 1.04014 3.16695 0.72430 -0.056 0.465 0.122

21
Properties=species:S:1:pos:R:3:forces:R:3 method="wB97M-V/def2-TZVPD" homo_energy_ev=-7.587 lumo_energy_ev=0.51 de_lowest_kj_mol=148.4 spin_multiplicity=1 homo_lumo_gap_ev=8.10
C -0.38459 -2.00806 1.41175 -0.011 0.047 0.261
C 0.53307 -2.70904 -0.69114 0.191 -0.297 -0.180
C -0.15290 2.42416 0.98668 -0.215 -0.036 -0.034
C 0.95486 2.37965 -1.11983 -0.093 0.024 -0.150
N -0.33250 -1.78439 -0.01183 -0.170 0.637 -0.428
N 0.63305 1.64651 0.07435 -1.455 -2.958 -1.038
Si -0.81101 -0.32362 -0.73518 1.467 2.102 2.151
Br -2.78822 0.21209 0.08848 -0.129 0.172 -0.059
H -0.70438 -3.03398 1.60757 -0.038 -0.025 0.061
H 0.59825 -1.85766 1.86807 0.019 -0.008 0.048
H -1.09088 -1.32786 1.88125 -0.032 -0.010 0.059
H 1.54202 -2.69054 -0.27110 0.091 -0.016 -0.033
H 0.13856 -3.72456 -0.58993 0.055 -0.040 -0.045
H 0.59314 -2.46996 -1.74987 0.048 -0.036 -0.128
H -1.04373 2.88768 0.53267 -0.034 0.026 0.069
H -0.46920 1.80161 1.82349 -0.056 0.080 0.074
H 0.47281 3.23237 1.38265 0.017 0.100 0.065
H 0.08063 2.82377 -1.62166 0.015 0.072 -0.064
H 1.63429 3.20134 -0.86549 0.070 0.102 -0.030
H 1.46686 1.72496 -1.82601 0.053 0.083 -0.067
H -0.87014 -0.40446 -2.17494 0.208 -0.020 -0.530

20
Properties=species:S:1:pos:R:3:forces:R:3 method="wB97M-V/def2-TZVPD" homo_energy_ev="-8.490 / -6.961" lumo_energy_ev="-0.15 / 0.19" de_lowest_kj_mol=314.8 spin_multiplicity=1 homo_lumo_gap_ev="8.34 / 7.15"
C -2.55321 2.10351 0.38408 1.135 -1.235 1.752
C -1.34774 -2.17835 -0.43025 -1.064 -0.291 -0.752
C 2.36089 -1.20934 -0.38742 1.673 2.619 3.839
C 1.36528 1.20977 1.39642 -0.482 0.929 -0.742
F 1.49570 1.37496 -1.46302 0.088 -1.116 1.159
Si -0.94312 -0.49252 -1.10959 0.598 1.361 1.313
Si 1.16205 0.25566 -0.23329 -0.087 1.098 -1.397
H -3.34138 1.44774 0.63403 -0.751 -0.768 0.439
H -1.85911 2.29345 1.25918 -0.755 0.306 -1.793
H -2.77390 2.59802 -0.51815 0.641 1.110 -0.695
H -2.03999 -1.94943 0.38909 0.296 -0.447 0.175
H -1.98051 -2.69215 -1.20658 0.830 0.017 0.814
H -0.46777 -2.75992 -0.09148 -0.664 0.216 -0.258
H 3.31597 -0.73141 -0.57903 0.247 0.320 -1.073
H 2.75934 -1.72463 0.53437 -1.465 -0.078 -0.737
H 2.00637 -1.76316 -1.15446 -0.552 -2.290 -2.286
H 1.52913 2.30496 1.28281 0.331 -0.674 -0.624
H 0.36792 1.28937 1.86886 0.687 -0.911 0.586
H 2.24523 0.81788 1.93056 -0.861 -0.031 0.411
H -1.30115 -0.19439 -2.50614 0.155 -0.134 -0.130

18
Properties=species:S:1:pos:R:3:forces:R:3 method="wB97M-V/def2-TZVPD" homo_energy_ev=-8.980 lumo_energy_ev=0.95 smiles=CNC.CC de_lowest_kj_mol=182.0 spin_multiplicity=1 homo_lumo_gap_ev=9.93
C 2.42291 -2.56675 0.99188 0.690 2.128 2.707
C 3.68836 -2.38353 0.07317 -1.894 -2.433 -0.475
H 2.16298 -3.55555 0.90161 -0.805 -2.494 -0.207
H 1.49360 -2.00006 0.82970 0.608 0.211 -0.756
H 2.51914 -2.43196 2.16040 0.584 -0.064 -2.168
H 3.25407 -2.84379 -0.92311 1.284 1.379 1.439
H 3.99451 -1.32734 -0.03453 0.356 -0.911 0.022
H 4.43845 -3.21227 0.41589 -0.826 2.188 -0.561
C -3.23945 1.16424 -0.54909 1.260 -0.447 3.137
N -1.92955 1.60176 0.04709 2.283 -1.741 -1.892
C -1.76621 3.01018 -0.33211 0.497 1.019 0.526
H -3.91576 1.88906 -0.10949 -0.579 0.027 -0.619
H -3.18096 1.14579 -1.60850 -0.547 -0.179 -1.005
H -3.49829 0.22183 -0.02305 0.080 0.150 -1.013
H -1.11707 0.97097 -0.44868 -2.529 2.155 1.725
H -2.76032 3.32756 -0.56008 -0.575 0.787 -0.088
H -1.20758 3.21288 -1.23032 0.429 -0.301 -0.618
H -1.35884 3.77695 0.39921 -0.317 -1.474 -0.152

19
Properties=species:S:1:pos:R:3:forces:R:3 method="wB97M-V/def2-TZVPD" homo_energy_ev=-13.760 total_charge=+1 lumo_energy_ev=-3.19 smiles=CNCC[NH2+]C de_lowest_kj_mol=250.9 spin_multiplicity=1 homo_lumo_gap_ev=10.57
C 0.73394 0.71640 0.96451 1.086 -0.399 -1.508
N 1.55009 -0.23087 0.20958 1.155 -0.082 0.967
C 2.09991 0.32704 -1.00426 0.307 0.282 -2.158
C -0.55800 0.76606 0.19124 -2.178 -1.711 1.930
N -0.99969 -0.74601 -0.15857 3.208 0.979 0.135
C -2.45748 -0.79421 0.08341 -0.411 -4.927 -0.180
H 0.57958 0.21176 1.90210 -0.322 0.406 0.770
H 1.23476 1.70250 1.06549 -0.625 -0.352 0.180
H 2.40617 -0.44345 0.72544 -0.835 -0.312 0.452
H 1.75409 1.36772 -1.26455 0.117 -0.967 0.426
H 3.19672 0.40992 -0.83125 -0.666 -0.139 -0.942
H 1.82033 -0.35150 -1.88608 0.860 1.053 0.995
H -1.35924 1.02332 0.95891 0.955 0.382 -1.587
H -0.66547 1.22278 -0.75673 0.316 1.220 -0.520
H -0.26052 -1.26385 0.48030 -2.030 0.517 -1.298
H -0.67416 -1.07401 -1.15037 -0.973 1.036 2.204
H -3.03256 -0.72083 -0.85897 0.385 0.757 0.706
H -2.63028 -1.90445 0.38541 -0.094 1.786 -0.399
H -2.73818 -0.21831 0.94440 -0.258 0.473 -0.173

19
Properties=species:S:1:pos:R:3:forces:R:3 method="wB97M-V/def2-TZVPD" homo_energy_ev=-13.516 total_charge=+1 lumo_energy_ev=-9.10 de_lowest_kj_mol=805.8 spin_multiplicity=1 homo_lumo_gap_ev=4.42
C 1.38726 1.16230 -3.03460 -0.973 -1.534 -0.270
N -0.00026 1.31533 2.14051 -1.691 -2.394 1.671
C -1.49548 1.30298 2.64317 1.197 0.806 -3.050
C 0.77349 -0.01199 -2.76282 1.543 0.857 0.303
N 0.20896 -1.16814 0.18625 0.144 -1.366 0.180
C -0.61339 -2.37191 0.17995 -0.395 2.155 -0.978
H 1.55298 1.89408 -2.26409 0.345 0.077 0.172
H 1.72660 1.38008 -4.05100 -0.401 0.156 0.254
H 0.56209 1.05790 2.97612 -0.032 0.498 -0.826
H -1.88607 0.45382 3.19575 0.605 -0.276 0.273
H -1.69604 2.23853 3.16809 0.167 -0.198 -0.006
H -2.02011 1.32436 1.65314 -0.058 0.156 1.083
H 0.85429 -0.34337 -1.69767 -0.674 0.087 -0.211
H 0.47604 -0.76990 -3.47947 0.053 0.152 0.020
H 0.12572 0.53216 1.43636 -0.147 1.161 0.717
H 1.24205 -1.36288 0.04489 -1.024 -0.167 0.155
H -0.78597 -2.75741 1.22222 0.314 0.409 -0.306
H -1.60320 -1.98632 -0.16211 0.304 -0.350 0.559
H -0.32061 -3.17965 -0.48376 0.723 -0.228 0.258

19
Properties=species:S:1:pos:R:3:forces:R:3 method="wB97M-V/def2-TZVPD" homo_energy_ev=-13.255 total_charge=+1 lumo_energy_ev=-3.32 smiles=C[NH2+][C@@H](C)CN de_lowest_kj_mol=154.0 spin_multiplicity=1 homo_lumo_gap_ev=9.94
C -1.57997 -0.12008 -0.25361 1.724 -2.512 0.247
N -2.34401 -0.83679 0.78264 1.597 0.907 -1.329
C -0.04985 -0.17881 0.11690 -1.188 0.004 0.325
N 0.76748 0.06097 -1.15859 -0.034 0.608 1.152
C 2.19969 -0.03366 -0.83058 1.835 0.854 -0.075
C 0.15053 0.76416 1.31611 1.760 -1.059 -0.509
H -1.79643 0.90049 -0.52087 -0.644 0.527 0.109
H -1.59013 -0.75344 -1.15092 -0.750 0.288 -0.081
H -2.50153 -0.30515 1.61810 -0.809 -0.160 -0.026
H -3.05173 -1.42715 0.38771 -0.483 0.235 0.500
H 0.27972 -1.19226 0.36738 -0.538 0.039 0.149
H 0.61193 1.00359 -1.54187 -0.311 -0.491 -0.027
H 0.47465 -0.65244 -1.82365 0.018 0.215 -0.254
H 2.35260 0.24870 0.20531 -0.164 -0.074 0.073
H 2.75757 0.70303 -1.41180 -0.144 -0.088 -0.117
H 2.70645 -0.97820 -0.99860 -0.698 -0.384 -0.132
H -0.69365 0.51668 1.93811 -0.401 0.751 0.222
H 0.30118 1.79359 0.99664 -0.608 0.192 0.295
H 1.00550 0.48676 1.96157 -0.159 0.149 -0.522

19
Properties=species:S:1:pos:R:3:forces:R:3 method="wB97M-V/def2-TZVPD" homo_energy_ev=-15.008 total_charge=+1 lumo_energy_ev=-6.77 de_lowest_kj_mol=410.9 spin_multiplicity=1 homo_lumo_gap_ev=8.24
N 0.75139 1.12804 1.56431 -2.425 -0.167 0.302
C 0.97760 -1.21384 -0.36734 0.868 0.999 0.368
C 1.81794 -0.09740 -1.02795 0.133 -0.496 0.038
C -0.31896 -0.69800 0.25956 -1.836 -4.634 -5.768
N -1.20712 -0.15535 -0.63693 1.991 1.784 2.695
C -2.26047 0.70517 -0.04126 -0.241 0.302 0.160
H 1.59849 -1.65565 0.41337 -0.338 -0.092 0.130
H 0.39687 1.10889 2.52957 -0.026 -0.136 -0.429
H 1.75986 1.20501 1.64931 0.179 -1.171 -0.626
H 0.81121 -2.00565 -1.10903 -0.581 0.088 0.332
H 1.71229 -0.08259 -2.10853 -0.161 0.190 -0.072
H 2.85862 -0.33787 -0.83007 0.149 0.188 -0.107
H 1.61366 0.88375 -0.60002 -0.017 -0.007 -0.210
H -0.82157 -1.51290 0.79898 0.067 1.106 1.520
H 0.20714 0.22224 1.05750 2.553 3.030 2.316
H -0.73169 0.35070 -1.39040 -0.164 -0.324 -0.110
H -2.84367 0.19274 0.72583 0.031 -0.241 -0.334
H -1.74040 1.53193 0.45920 -0.107 -0.076 -0.154
H -2.89183 1.14250 -0.80959 -0.075 -0.345 -0.051

19
Properties=species:S:1:pos:R:3:forces:R:3 method="wB97M-V/def2-TZVPD" homo_energy_ev=-13.819 total_charge=+1 lumo_energy_ev=-4.71 de_lowest_kj_mol=217.4 spin_multiplicity=1 homo_lumo_gap_ev=9.11
C 0.24318 0.13846 -1.62377 -1.171 1.834 -1.240
C 0.46463 2.08528 -0.00175 -0.103 0.352 -1.042
C 0.92790 -0.32724 0.75708 0.878 -1.895 -0.621
C 0.21486 0.61107 -0.18446 -1.056 -1.964 0.563
N -2.07161 -1.14441 0.93140 -0.421 -0.472 -1.550
N 1.42783 -1.55111 0.49076 -1.943 3.679 0.048
H 0.71339 0.93463 -2.18373 0.401 0.225 -0.262
H 0.97082 -0.60704 -1.60100 0.545 -1.904 -1.268
H -0.73513 0.03772 -2.24692 1.568 -0.638 1.726
H -0.00860 2.56795 -0.88151 -0.261 0.003 0.993
H 0.08835 2.35806 0.93997 -0.977 0.945 1.029
H 1.45551 2.50439 -0.01637 0.912 -0.664 -0.180
H -0.83045 0.34336 0.17593 0.872 0.540 0.115
H 1.03023 -0.06892 1.81215 0.252 0.349 -0.253
H -2.72559 -0.36665 1.12534 0.269 -0.957 -0.448
H -2.07293 -1.76184 1.74888 -0.287 -0.006 -0.806
H 1.97403 -2.06630 1.12410 0.462 -0.520 1.396
H 1.21996 -2.04194 -0.34512 -0.045 -0.088 -1.131
H -2.28635 -1.64547 -0.02098 0.104 1.182 2.930

19
Properties=species:S:1:pos:R:3:forces:R:3 method="wB97M-V/def2-TZVPD" homo_energy_ev=-13.493 total_charge=+1 lumo_energy_ev=-3.29 smiles=C[NH2+][C@H](C)CN de_lowest_kj_mol=111.8 spin_multiplicity=1 homo_lumo_gap_ev=10.21
C 0.58345 -0.04922 1.47330 0.021 0.860 0.534
N 0.34808 1.13790 2.30652 0.176 -0.310 0.118
C -0.21142 0.18450 0.18254 -1.092 -2.337 1.234
N -0.17570 -1.15332 -0.60966 1.170 1.225 -0.566
C -1.00102 -1.27756 -1.87381 0.184 -0.771 1.006
C 0.23317 1.32055 -0.62394 0.807 1.489 -1.366
H 1.65651 -0.24933 1.34084 -0.060 0.028 -0.607
H 0.20415 -0.90213 2.03910 -0.261 -0.074 -0.171
H 0.77191 0.98264 3.21289 -0.184 0.023 0.155
H 0.80860 1.96414 1.94462 0.044 -0.058 -0.171
H -1.26824 0.18306 0.45860 0.044 0.721 0.096
H 0.80758 -1.21381 -0.89815 -0.140 -0.394 -0.016
H -0.33490 -1.94446 0.01904 -0.190 0.244 -0.028
H -0.82736 -2.32488 -2.12250 -0.204 0.239 -0.728
H -2.05775 -1.13987 -1.66220 0.056 0.155 0.173
H -0.65303 -0.57071 -2.61483 0.111 -0.114 -0.076
H 0.05641 2.30430 -0.18836 -0.382 -0.293 0.493
H 1.31897 1.34439 -0.78961 -0.100 -0.424 -0.081
H -0.25941 1.40381 -1.59440 0.000 -0.208 0.003